{"formula": "C54H45Cl2N4O4SW", "method": "wB97M-V/def2-TZVPD", "symbols": ["W", "Cl", "C", "C", "C", "C", "C", "Cl", "C", "S", "H", "H", "H", "N", "C", "C", "C", "C", "C", "N", "C", "C", "C", "C", "C", "N", "H", "H", "H", "H", "H", "H", "H", "H", "H", "C", "C", "C", "O", "C", "C", "O", "C", "O", "C", "C", "C", "C", "C", "C", "C", "C", "C", "C", "C", "C", "C", "O", "C", "C", "C", "C", "C", "C", "C", "C", "C", "C", "C", "C", "H", "H", "H", "H", "H", "H", "H", "H", "H", "H", "H", "H", "H", "H", "H", "H", "H", "H", "H", "H", "H", "H", "H", "H", "H", "H", "H", "H", "N", "C", "C", "C", "C", "C", "C", "C", "H", "H", "H", "H", "H"], "positions_angstrom": [[-0.59569, 0.13703, 0.21929], [0.08605, 0.69050, 3.10353], [-1.07871, 1.90029, 3.55616], [-0.91684, 2.59546, 4.73465], [-1.84832, 3.57815, 5.04623], [-2.89448, 3.85963, 4.18266], [-3.03330, 3.14986, 2.99942], [-4.33885, 3.52573, 1.94188], [-2.12290, 2.13858, 2.66835], [-2.43723, 1.17099, 1.23149], [-0.09152, 2.37281, 5.39610], [-1.75232, 4.13201, 5.96991], [-3.61405, 4.63102, 4.41947], [-0.48425, 1.48909, -2.80051], [-0.39755, 2.49928, -1.85532], [-0.54001, 3.82963, -2.25421], [-0.38765, 4.82795, -1.32433], [-0.06865, 4.49109, -0.00393], [0.02023, 3.17070, 0.32409], [-0.17927, 2.16878, -0.57597], [0.34779, 0.37504, -2.81649], [0.84645, -0.08473, -4.03419], [1.67213, -1.18465, -4.04739], [1.99959, -1.80415, -2.84055], [1.47629, -1.29827, -1.68056], [0.64010, -0.22995, -1.66020], [-0.73282, 1.81884, -3.72199], [-0.73669, 4.05684, -3.29360], [-0.48648, 5.86440, -1.61842], [0.09281, 5.24853, 0.74904], [0.23867, 2.85998, 1.33696], [0.59321, 0.43800, -4.94700], [2.07270, -1.55209, -4.98306], [2.64461, -2.66995, -2.79957], [1.69386, -1.75855, -0.72585], [-3.80061, -5.51834, -1.25642], [-3.37890, -4.73176, -0.04005], [-3.82826, -5.33600, 1.26879], [-3.89748, -3.39252, -0.15319], [-2.88402, -2.44566, -0.00152], [-1.57107, -3.23599, -0.06747], [-1.94696, -4.57791, -0.05366], [-0.59042, -2.94419, 1.10188], [-0.44539, -1.46373, 1.01372], [0.80262, -3.48460, 0.85346], [1.83710, -3.01839, 1.66561], [3.14029, -3.43142, 1.44623], [3.41853, -4.33611, 0.42519], [2.38788, -4.82736, -0.36124], [1.07957, -4.40040, -0.15466], [-1.12778, -3.27991, 2.46962], [-1.90434, -2.38431, 3.20293], [-2.43838, -2.76387, 4.42570], [-2.20462, -4.03887, 4.92246], [-1.42499, -4.92940, 4.19884], [-0.88367, -4.55160, 2.97957], [-3.15229, -1.41774, -1.12219], [-1.81215, -0.39070, -0.91120], [-3.06254, -1.93003, -2.51883], [-1.86162, -2.19910, -3.17390], [-1.86287, -2.77905, -4.43173], [-3.06273, -3.11838, -5.04326], [-4.26140, -2.86003, -4.39594], [-4.26460, -2.26079, -3.14593], [-4.26845, -0.48508, -0.84260], [-4.46544, 0.59235, -1.71418], [-5.48247, 1.49806, -1.48485], [-6.33426, 1.31948, -0.39866], [-6.15972, 0.24228, 0.45791], [-5.12229, -0.65344, 0.24957], [-4.88787, -5.56208, -1.30530], [-3.41419, -6.53455, -1.19377], [-3.41706, -5.04338, -2.15998], [-4.90771, -5.48031, 1.25370], [-3.56914, -4.68317, 2.10254], [-3.34882, -6.30404, 1.40990], [-2.97451, -1.92723, 0.95765], [-1.02279, -3.02346, -0.98925], [1.61002, -2.34554, 2.48587], [3.93653, -3.07701, 2.08850], [4.43188, -4.68205, 0.26885], [2.59424, -5.56199, -1.12873], [0.28435, -4.81417, -0.76118], [-2.08788, -1.37993, 2.83847], [-3.03678, -2.06304, 4.99280], [-2.62299, -4.33461, 5.87500], [-1.23473, -5.92183, 4.58455], [-0.27935, -5.25384, 2.41993], [-0.91665, -1.94428, -2.71495], [-0.92532, -2.97579, -4.93581], [-3.06261, -3.58047, -6.02119], [-5.19979, -3.12141, -4.86572], [-5.20394, -2.07202, -2.64390], [-3.81667, 0.70565, -2.57514], [-5.63383, 2.32885, -2.16088], [-7.14680, 2.01463, -0.23226], [-6.83879, 0.09166, 1.28610], [-5.02228, -1.50572, 0.90800], [1.56065, 0.38128, 0.72265], [2.69311, 0.42952, 0.92403], [4.08326, 0.49035, 1.17969], [4.95831, -0.25246, 0.37660], [6.31247, -0.19374, 0.63576], [6.78593, 0.59485, 1.68053], [5.91291, 1.33067, 2.47544], [4.55487, 1.28412, 2.23283], [4.57229, -0.86494, -0.42804], [7.00520, -0.75815, 0.02731], [7.84891, 0.63653, 1.87747], [6.29673, 1.93770, 3.28329], [3.86314, 1.84851, 2.84426]], "total_charge": 3, "homo_lumo_gap_ev": 6.1, "multiplicity": 1, "relative_energy_kcal_mol": 0.00}

---

{"formula": "C54H45InP3", "method": "wB97M-V/def2-TZVPD", "symbols": ["In", "C", "C", "C", "C", "C", "C", "P", "C", "C", "C", "C", "C", "C", "C", "C", "C", "C", "C", "C", "H", "H", "H", "H", "H", "H", "H", "H", "H", "H", "H", "H", "H", "H", "C", "C", "P", "C", "C", "C", "C", "C", "C", "C", "C", "C", "C", "C", "C", "P", "C", "C", "C", "C", "C", "C", "C", "C", "C", "C", "C", "C", "H", "H", "H", "H", "H", "H", "H", "H", "H", "H", "H", "H", "H", "H", "H", "H", "H", "H", "H", "H", "H", "H", "H", "H", "C", "C", "C", "C", "C", "C", "C", "C", "C", "C", "H", "H", "H", "H", "H", "H", "H"], "positions_angstrom": [[-0.04816, -0.79095, -0.03050], [4.04594, 4.35165, -0.12170], [3.37404, 3.98225, 1.02980], [3.00544, 2.66495, 1.23840], [3.33154, 1.69255, 0.29830], [3.98024, 2.07785, -0.87500], [4.33384, 3.39765, -1.08320], [2.79484, -0.04815, 0.46690], [4.35444, -0.95635, 0.78820], [4.34194, -1.97815, 1.73440], [5.44424, -2.79485, 1.90160], [6.55224, -2.64195, 1.08540], [6.57354, -1.63125, 0.13910], [5.48934, -0.78315, -0.00210], [1.93274, 0.03705, 2.07830], [2.53514, 0.09735, 3.33150], [1.73134, 0.14415, 4.45820], [0.35094, 0.18865, 4.34710], [-0.25116, 0.14645, 3.09700], [0.54784, 0.04505, 1.97780], [4.33684, 5.38025, -0.27630], [3.12644, 4.72715, 1.76860], [2.46654, 2.40825, 2.13800], [4.17904, 1.34905, -1.64850], [4.82474, 3.68895, -2.00000], [3.46544, -2.13665, 2.34570], [5.42794, -3.56515, 2.65770], [7.39604, -3.30635, 1.18780], [7.43424, -1.51305, -0.50350], [5.54204, 0.00875, -0.73300], [3.61364, 0.08475, 3.42300], [2.18494, 0.13945, 5.43620], [-0.26396, 0.22965, 5.23350], [-1.33346, 0.17115, 3.00960], [-2.64376, 2.77765, -0.34350], [-3.36326, 1.69165, 0.45170], [-2.82126, 0.02895, -0.15410], [-3.81166, -1.06315, 0.91820], [-3.13276, -1.93065, 1.76660], [-3.83556, -2.74875, 2.63220], [-5.21976, -2.70685, 2.64700], [-5.90056, -1.85305, 1.79310], [-5.20236, -1.03165, 0.92800], [-3.62166, -0.12925, -1.78030], [-4.70426, 0.62175, -2.22560], [-5.19336, 0.42735, -3.50570], [-4.61556, -0.51195, -4.34340], [-3.54106, -1.26755, -3.90250], [-3.04566, -1.06935, -2.62910], [-0.82406, 2.33335, -0.38910], [-0.17926, 3.95225, 0.17510], [-0.18016, 4.14685, 1.55460], [0.12714, 5.38555, 2.08700], [0.44364, 6.43915, 1.24430], [0.48094, 6.23765, -0.12620], [0.17094, 5.00025, -0.66360], [-0.40026, 2.25725, -2.16220], [0.97914, 2.23875, -2.37380], [1.50724, 1.94075, -3.61320], [0.65674, 1.65365, -4.67030], [-0.71336, 1.70055, -4.47770], [-1.24926, 1.98995, -3.23140], [-2.76686, 3.75655, 0.13010], [-3.03936, 2.84075, -1.35980], [-3.06146, 1.74115, 1.50380], [-4.45266, 1.79265, 0.41410], [-2.04636, -1.96155, 1.75070], [-3.30496, -3.41685, 3.29360], [-5.77056, -3.34455, 3.32040], [-6.97936, -1.82805, 1.80310], [-5.73476, -0.37235, 0.25790], [-5.16536, 1.36385, -1.59070], [-6.02886, 1.01595, -3.85280], [-5.00076, -0.65135, -5.34140], [-3.09156, -2.00035, -4.55470], [-2.19526, -1.64045, -2.26790], [-0.44056, 3.32115, 2.20600], [0.12394, 5.53425, 3.15830], [0.66574, 7.41225, 1.65750], [0.74224, 7.05495, -0.78060], [0.20654, 4.84815, -1.73240], [1.62114, 2.48135, -1.53530], [2.57714, 1.93555, -3.75830], [1.06304, 1.39905, -5.63830], [-1.37386, 1.49385, -5.30590], [-2.32466, 2.02505, -3.12300], [-0.89396, -6.65515, -1.73250], [-1.07436, -5.42515, -2.38300], [-0.72056, -4.25885, -1.76490], [-0.17476, -4.25795, -0.46520], [0.21524, -3.09525, 0.22460], [0.76954, -3.17045, 1.46910], [0.96684, -4.40765, 2.10590], [0.57624, -5.55515, 1.48070], [0.00574, -5.51305, 0.19350], [-0.36906, -6.69555, -0.47280], [-1.15426, -7.57215, -2.23420], [-1.48646, -5.41945, -3.38080], [-0.82896, -3.30805, -2.27600], [1.05094, -2.26555, 1.99280], [1.41804, -4.43025, 3.08730], [0.70234, -6.51355, 1.96200], [-0.21286, -7.63545, 0.03480]], "total_charge": 1, "homo_lumo_gap_ev": 6.6, "multiplicity": 1}

---

{"formula": "C54H47F6N7O5S", "method": "wB97M-V/def2-TZVPD", "symbols": ["O", "C", "C", "C", "C", "C", "O", "C", "C", "C", "O", "C", "C", "C", "C", "C", "S", "O", "O", "F", "C", "C", "C", "C", "C", "F", "F", "C", "F", "F", "F", "H", "H", "H", "H", "H", "H", "H", "H", "H", "H", "H", "H", "N", "C", "C", "C", "C", "C", "H", "H", "H", "H", "H", "N", "C", "C", "C", "C", "C", "H", "H", "H", "H", "H", "N", "C", "C", "C", "C", "C", "H", "H", "H", "H", "H", "N", "C", "C", "C", "C", "C", "H", "H", "H", "H", "H", "N", "C", "C", "C", "C", "C", "H", "H", "H", "H", "H", "N", "C", "C", "C", "C", "C", "H", "H", "H", "H", "H", "N", "C", "C", "C", "C", "C", "H", "H", "H", "H", "H"], "positions_angstrom": [[5.00387, -1.56799, -2.72939], [3.99930, -2.16985, -2.99278], [3.95737, -3.62373, -3.26826], [4.81665, -4.50138, -2.61517], [4.70747, -5.86471, -2.87340], [3.76420, -6.30529, -3.79547], [3.64996, -7.66632, -4.04261], [2.90617, -5.42994, -4.44930], [2.99953, -4.07099, -4.17798], [2.08654, -3.08500, -4.81274], [1.74404, -3.20052, -5.95762], [1.67933, -1.95351, -3.91764], [2.65759, -1.50588, -3.02520], [2.42773, -0.47730, -2.12289], [1.17151, 0.09775, -2.09937], [0.18002, -0.35052, -2.97904], [-1.39050, 0.45268, -2.83892], [-1.33624, 1.77713, -3.34895], [-2.47518, -0.39234, -3.19607], [-1.50318, 0.60647, -1.27419], [0.40359, -1.36755, -3.93128], [-0.64388, -1.83938, -4.91230], [-1.20361, -3.23544, -4.58040], [-1.59920, -3.44404, -3.10439], [-0.75868, -4.55994, -2.53314], [0.55266, -4.23143, -2.50266], [-0.87364, -5.67219, -3.30092], [-1.19740, -4.99639, -1.10366], [-0.14263, -5.51281, -0.46490], [-2.13309, -5.93193, -1.16508], [-1.65814, -3.95956, -0.40908], [5.52594, -4.11190, -1.90241], [5.35372, -6.54598, -2.34417], [4.23438, -7.89317, -4.77241], [2.17848, -5.81721, -5.14639], [3.20769, -0.16019, -1.45427], [0.95516, 0.87843, -1.38635], [-1.42125, -1.10754, -5.06039], [-0.14633, -1.93114, -5.87342], [-2.09338, -3.37210, -5.18989], [-0.49842, -3.98575, -4.91877], [-2.61959, -3.81593, -3.06780], [-1.53005, -2.54899, -2.50334], [3.93574, -5.06899, 1.79395], [2.93371, -4.52624, 1.10532], [1.68018, -4.27111, 1.64088], [1.45127, -4.60045, 2.96592], [2.48233, -5.16738, 3.69828], [3.69944, -5.37813, 3.06784], [3.15114, -4.28643, 0.06898], [0.90788, -3.82587, 1.03236], [0.48553, -4.41938, 3.42062], [2.34796, -5.44119, 4.73578], [4.53264, -5.81695, 3.60599], [-2.07517, 2.33317, 3.98980], [-2.19684, 1.51743, 2.94107], [-1.77689, 1.84305, 1.65922], [-1.20718, 3.08924, 1.45573], [-1.06627, 3.94896, 2.53042], [-1.51280, 3.52212, 3.77156], [-2.65506, 0.55578, 3.14598], [-1.90306, 1.14649, 0.84823], [-0.87410, 3.38803, 0.46842], [-0.62450, 4.92917, 2.40606], [-1.42643, 4.16604, 4.64042], [-4.33349, 6.66444, 1.07590], [-4.14478, 5.53414, 1.75298], [-4.28122, 5.42708, 3.12899], [-4.63229, 6.55866, 3.84483], [-4.83272, 7.74560, 3.15677], [-4.67181, 7.74400, 1.77954], [-3.86690, 4.66997, 1.15832], [-4.11406, 4.47926, 3.62177], [-4.74601, 6.51788, 4.92079], [-5.10645, 8.65440, 3.67509], [-4.82045, 8.65108, 1.20388], [2.84644, 1.77038, 0.14386], [1.99789, 2.09578, 1.11632], [2.36699, 2.32256, 2.43036], [3.70595, 2.20108, 2.76057], [4.61015, 1.85845, 1.76505], [4.13259, 1.65579, 0.47851], [0.96308, 2.17988, 0.81862], [1.62845, 2.59453, 3.17186], [4.03672, 2.37316, 3.77680], [5.66469, 1.75142, 1.97930], [4.80900, 1.38973, -0.32819], [-0.24148, 6.70443, 0.56376], [-0.84581, 6.16466, -0.49533], [-0.22299, 5.96757, -1.71862], [1.10030, 6.35556, -1.85295], [1.74321, 6.92160, -0.76400], [1.03042, 7.07192, 0.41576], [-1.88218, 5.87774, -0.34657], [-0.76286, 5.51984, -2.54186], [1.62230, 6.21821, -2.79127], [2.77522, 7.23869, -0.82514], [1.49795, 7.50667, 1.29293], [2.07324, 3.76195, 5.44681], [2.52391, 4.85567, 6.05946], [2.57557, 4.99802, 7.43739], [2.13102, 3.94766, 8.22420], [1.65685, 2.80335, 7.60402], [1.65076, 2.76115, 6.21834], [2.85842, 5.65472, 5.40667], [2.95372, 5.90904, 7.88026], [2.15338, 4.02010, 9.30400], [1.29883, 1.96098, 8.17943], [1.28877, 1.88302, 5.69291], [-5.09055, -4.66272, -3.73167], [-5.33951, -5.61519, -2.83502], [-6.53740, -5.73450, -2.14707], [-7.53453, -4.80895, -2.40739], [-7.29260, -3.80748, -3.33503], [-6.05888, -3.77683, -3.96599], [-4.52685, -6.31449, -2.66727], [-6.68152, -6.52920, -1.42854], [-8.48548, -4.86416, -1.89317], [-8.04295, -3.06330, -3.56332], [-5.82815, -3.00899, -4.69602]], "smiles": "O=C1c2ccc(O)cc2C(=O)c2c1ccc(S(=O)(=O)F)c2CCCC(F)(F)C(F)(F)F.c1ccncc1.c1ccncc1.c1ccncc1.c1ccncc1.c1ccncc1.c1ccncc1.c1ccncc1", "homo_lumo_gap_ev": 8.4, "multiplicity": 1}